81
Properties=species:S:1:pos:R:3 method="wB97M-V/def2-TZVPD" relative_energy_kcal_mol=31.1 energy_ha=-7070.2245 total_charge=-1 e_lumo_ev=1.2
Pd 0.93279 -1.16633 -0.18942
C 1.08422 -1.85026 6.98811
C 0.10550 -0.98883 6.51089
C -0.11496 -0.86628 5.14491
C 0.64355 -1.60560 4.24150
C 1.63314 -2.45826 4.72973
C 1.84827 -2.58835 6.09394
P 0.45106 -1.53239 2.41575
C -0.53806 0.01042 2.20633
C -1.92846 0.04462 2.12156
C -2.59407 1.26172 2.03896
C -1.87879 2.45328 2.04458
C -0.49098 2.42861 2.11249
C 0.17243 1.21247 2.19381
C -0.78699 -2.83830 2.09184
C -1.49027 -3.45056 3.09455
C -2.39864 -4.49644 2.81887
C -2.56558 -4.93465 1.54145
C -1.83540 -4.35737 0.47115
C -1.96509 -4.86467 -0.84413
C -1.21498 -4.35273 -1.85926
C -0.32478 -3.28491 -1.61287
C -0.21289 -2.74498 -0.36412
C -0.94252 -3.28203 0.73697
H 1.25786 -1.93785 8.05325
H -0.48913 -0.40612 7.20326
H -0.88138 -0.18880 4.78594
H 2.23963 -3.02405 4.03033
H 2.61937 -3.25532 6.45833
H -2.49255 -0.88127 2.12879
H -3.67609 1.27848 1.97700
H -2.40068 3.40099 1.98410
H 0.07899 3.34964 2.09355
H 1.25534 1.19990 2.25001
H -1.35505 -3.13171 4.12062
H -2.95134 -4.95166 3.63150
H -3.24449 -5.75109 1.32174
H -2.65663 -5.68025 -1.02237
H -1.29521 -4.75598 -2.86135
H 0.27137 -2.90053 -2.43098
C -2.83975 1.14022 -4.49733
Ge -3.03925 1.93058 -2.72555
C -4.33975 0.91681 -1.67860
C -3.58622 3.79552 -2.90412
C -1.35883 1.84334 -1.70314
Se -0.69760 -0.00361 -1.73239
C 0.51148 0.27364 -3.23365
H -3.81813 1.07293 -4.97692
H -2.42364 0.13406 -4.42497
H -2.19048 1.74973 -5.12804
H -5.22523 0.68240 -2.27197
H -4.65092 1.48474 -0.79984
H -3.88881 -0.02099 -1.34834
H -4.53237 3.86173 -3.44437
H -2.83200 4.35692 -3.45760
H -3.71249 4.25914 -1.92451
H -1.55952 2.09927 -0.66421
H -0.55658 2.48504 -2.06530
H -0.06431 0.66446 -4.06952
H 0.96056 -0.67941 -3.50107
H 1.28854 0.97792 -2.94687
F 5.03335 0.79611 -4.09982
C 4.45435 1.32721 -3.01009
C 4.53203 2.69683 -2.85347
F 5.19128 3.37333 -3.80557
C 3.99290 3.39694 -1.76224
C 3.34613 2.54376 -0.86003
C 3.28498 1.17846 -1.02878
F 2.55033 0.51451 -0.07744
C 3.82120 0.48048 -2.10304
C 3.64684 -0.96893 -2.31353
C 3.15682 -1.77110 -1.31392
N 2.70743 -2.40428 -0.42134
C 3.76284 -1.59457 -3.58663
N 3.80474 -2.13823 -4.60563
F 2.69751 3.04719 0.20726
C 4.08380 4.82377 -1.58185
C 3.83126 5.43734 -0.32761
N 3.64588 5.95119 0.69369
C 4.44301 5.71101 -2.63007
N 4.70009 6.46197 -3.47291